No. 1
Computed, not measured: C16H20F6MgN3O2Sb as an isolated structure in a non-equilibrium geometry, with ωB97M-V/def2-TZVPD.

Positions of all 49 atoms, in Å:
Mg (1.46, -0.69, 0.42)
O (1.38, 1.33, 3.76)
C (1.22, 0.84, 2.67)
O (0.96, -0.35, 2.26)
C (1.35, 1.87, 1.49)
C (1.52, 3.23, 1.77)
C (1.63, 4.11, 0.72)
C (1.60, 3.61, -0.60)
C (1.76, 4.43, -1.73)
C (1.78, 3.89, -3.05)
C (1.65, 2.55, -3.24)
C (1.47, 1.70, -2.12)
C (1.44, 2.23, -0.79)
N (1.30, 1.39, 0.24)
H (1.57, 3.54, 2.80)
H (1.77, 5.17, 0.89)
H (1.88, 5.50, -1.58)
H (1.92, 4.55, -3.90)
H (1.68, 2.13, -4.23)
H (1.38, 0.63, -2.25)
F (2.19, -1.45, -1.18)
Sb (4.14, -1.31, -0.78)
F (3.92, -2.96, 0.04)
F (5.84, -0.95, -0.15)
F (3.36, -0.57, 0.88)
F (3.89, 0.44, -1.45)
F (4.50, -2.01, -2.45)
C (-3.98, -3.93, 0.74)
C (-3.52, -2.60, 1.32)
N (-2.60, -1.88, 0.43)
C (-3.22, -1.07, -0.61)
C (-3.41, 0.38, -0.18)
C (-1.26, -1.92, 0.57)
C (-0.70, -2.82, 1.64)
N (-0.42, -1.23, -0.16)
H (-4.69, -4.41, 1.42)
H (-3.14, -4.61, 0.59)
H (-4.48, -3.80, -0.22)
H (-3.05, -2.75, 2.28)
H (-4.38, -1.95, 1.48)
H (-4.18, -1.52, -0.84)
H (-2.63, -1.14, -1.53)
H (-4.07, 0.45, 0.69)
H (-3.86, 0.96, -0.99)
H (-2.46, 0.84, 0.09)
H (-0.82, -2.38, 2.63)
H (0.37, -2.97, 1.47)
H (-1.18, -3.80, 1.62)
H (-0.89, -0.68, -0.87)

Calculated values
Total charge: +1
Multiplicity: 2
Orbital gap (alpha / beta) in eV: 6.88 / 4.07

These are the natural (NBO) partial charges, in e, on atoms 1 to 8: Mg 1.792; O -0.588; C 0.745; O -0.866; C 0.204; C -0.188; C -0.043; C -0.173

No. 2
Computed, not measured: one molecule with the formula C3H9N3 in a non-equilibrium geometry, with ωB97M-V/def2-TZVPD.

Positions of all 15 atoms, in Å:
C (-0.14, -1.67, -0.42)
C (-1.08, 1.96, -0.04)
N (0.99, 0.27, 0.43)
N (2.03, -0.69, 0.62)
C (-1.14, 0.50, -0.31)
N (-0.09, -0.25, -0.09)
H (2.12, -0.83, 1.65)
H (2.90, -0.24, 0.29)
H (-2.00, 0.03, -0.72)
H (-0.93, -1.84, -1.15)
H (0.82, -1.96, -0.83)
H (-0.32, -2.27, 0.48)
H (-0.40, 2.13, 0.80)
H (-2.08, 2.36, 0.19)
H (-0.68, 2.49, -0.90)

Calculated values
Orbital gap in eV: 8.18

These are the natural (NBO) partial charges, in e, on atoms 1 to 8: C -0.436; C -0.667; N -0.304; N -0.720; C -0.052; N -0.062; H 0.346; H 0.358

No. 3
Computed, not measured: C26H45IrN7PS4 as an isolated structure in a non-equilibrium geometry, with ωB97M-V/def2-TZVPD.

Positions of all 84 atoms, in Å:
Ir (-0.38, -0.61, -1.27)
S (-1.34, -2.54, -0.62)
C (-2.84, -1.74, -0.29)
S (-2.61, -0.11, -0.76)
C (-3.96, -2.29, 0.27)
C (-5.08, -1.46, 0.58)
N (-5.97, -0.77, 0.85)
C (-4.00, -3.68, 0.58)
N (-3.99, -4.80, 0.82)
N (2.26, 0.78, -2.34)
N (0.83, 0.83, -2.40)
H (2.62, 1.10, -3.23)
H (2.48, -0.21, -2.25)
H (0.49, 0.55, -3.32)
H (0.56, 1.80, -2.26)
C (-1.53, -1.07, -6.76)
N (-1.29, -2.20, -5.88)
C (-1.29, -2.14, -4.54)
S (-1.43, -0.64, -3.71)
N (-1.18, -3.28, -3.88)
C (-0.95, -4.58, -4.48)
H (-1.15, -1.31, -7.75)
H (-1.00, -0.20, -6.38)
H (-2.59, -0.83, -6.83)
H (-1.35, -3.12, -6.30)
H (-1.17, -3.21, -2.87)
H (-0.01, -4.58, -5.05)
H (-1.78, -4.88, -5.13)
H (-0.85, -5.31, -3.69)
S (2.22, -4.28, -2.75)
C (1.61, -2.87, -2.24)
N (1.17, -1.85, -1.87)
C (4.22, 2.31, 1.33)
C (4.17, 0.78, 1.45)
C (2.88, 0.20, 0.84)
C (1.71, 1.18, 1.07)
C (1.96, 2.47, 0.25)
C (3.45, 2.78, 0.09)
P (0.05, 0.43, 0.77)
C (-1.13, 1.83, 1.09)
C (-1.39, 2.75, -0.12)
C (-2.72, 3.50, 0.09)
C (-2.90, 3.92, 1.56)
C (-1.55, 4.07, 2.24)
C (-0.82, 2.72, 2.32)
C (-0.20, -0.66, 2.28)
C (0.24, -0.01, 3.63)
C (1.50, -0.65, 4.22)
C (1.25, -2.12, 4.55)
C (0.31, -2.78, 3.53)
C (0.39, -2.08, 2.17)
H (5.25, 2.66, 1.30)
H (3.77, 2.78, 2.21)
H (4.24, 0.50, 2.51)
H (5.03, 0.34, 0.95)
H (2.68, -0.77, 1.28)
H (3.00, 0.06, -0.22)
H (1.71, 1.43, 2.13)
H (1.46, 3.31, 0.74)
H (1.50, 2.38, -0.73)
H (3.59, 3.85, -0.07)
H (3.84, 2.27, -0.79)
H (-2.06, 1.31, 1.30)
H (-1.42, 2.20, -1.05)
H (-0.57, 3.47, -0.20)
H (-3.54, 2.86, -0.22)
H (-2.74, 4.38, -0.55)
H (-3.50, 3.17, 2.09)
H (-3.46, 4.85, 1.62)
H (-1.67, 4.48, 3.25)
H (-0.94, 4.80, 1.69)
H (-1.15, 2.20, 3.22)
H (0.25, 2.90, 2.44)
H (-1.29, -0.76, 2.30)
H (-0.57, -0.12, 4.35)
H (0.40, 1.06, 3.53)
H (1.80, -0.11, 5.12)
H (2.33, -0.55, 3.51)
H (0.83, -2.20, 5.55)
H (2.21, -2.65, 4.58)
H (-0.72, -2.74, 3.88)
H (0.56, -3.83, 3.42)
H (-0.15, -2.65, 1.43)
H (1.43, -2.06, 1.84)

Calculated values
Orbital gap in eV: 7.62

These are the Mulliken partial charges, in e, on atoms 1 to 8: Ir 2.302; S -1.025; C 0.936; S -0.756; C 0.719; C -0.122; N -0.547; C -0.130

Number 1: DFT total energy -1976.00738 hartree. Number 2: DFT total energy -283.85789 hartree. Number 3: DFT total energy -3439.52077 hartree.